Record 1
{
  "formula": "C4H4N4O4",
  "method": "the ωB97M-V functional and the def2-TZVPD basis",
  "charge": 0,
  "homo_energy_ha": -0.37683,
  "spin_multiplicity": 1,
  "e_above_lowest_kcal_mol": 245.5,
  "orbital_gap_ev": 8.7,
  "energy_ev": -18353.474,
  "elements": ["C", "C", "C", "C", "N", "N", "N", "N", "O", "O", "O", "O", "H", "H", "H", "H"],
  "positions_angstrom": [[1.6486, -0.0526, -1.7435], [0.3756, 0.1226, 0.1466], [2.6282, -0.1743, 0.1796], [-0.9101, 0.3420, 0.7008], [0.5354, 0.0702, -1.2026], [1.4047, -0.1938, 0.8575], [3.3499, -1.3763, 0.2621], [3.2996, 1.1412, 0.1050], [2.6953, -2.3924, 0.5285], [4.3248, 1.2456, -0.6093], [4.5470, -1.3711, 0.0708], [2.8604, 2.0326, 0.7935], [2.0141, -0.0887, -2.6948], [-1.2663, -0.1223, 1.6456], [-1.5078, -0.0735, -0.0032], [-1.1764, 1.3719, 0.8523]],
  "atomic_forces_ev_per_a": [[-1.65, -0.32, 6.23], [3.37, -1.50, 3.06], [-3.67, 0.96, -2.41], [-1.57, 0.36, 2.62], [0.81, 0.66, -4.41], [1.01, 1.37, -0.32], [1.28, -2.47, 0.53], [3.13, 0.27, -0.23], [0.30, 1.18, -0.38], [-2.35, -0.45, 1.06], [-0.07, 0.14, -0.02], [-0.44, -0.15, -0.27], [0.98, 0.06, -2.41], [1.38, -0.06, -0.36], [-2.62, -0.79, -2.26], [0.13, 0.74, -0.42]],
  "nbo_charge": [0.270, 0.463, 0.219, -0.680, -0.440, -0.371, 0.468, 0.483, -0.371, -0.356, -0.329, -0.332, 0.217, 0.263, 0.236, 0.260]
}

***

Record 2
{
  "formula": "C4H4NO",
  "method": "the ωB97M-V functional and the def2-TZVPD basis",
  "charge": 1,
  "smiles": "C1#COC[NH+]=C1",
  "homo_energy_ha": [-0.56071, -0.56131],
  "spin_multiplicity": 1,
  "e_above_lowest_kcal_mol": 78.4,
  "orbital_gap_ev": [8.6, 8.6],
  "energy_ev": -7737.046,
  "elements": ["C", "C", "O", "C", "N", "C", "H", "H", "H", "H"],
  "positions_angstrom": [[1.3723, -1.0302, 0.2125], [1.7190, 0.2005, 0.0355], [1.1014, 1.2702, -0.2227], [-0.3056, 1.0361, 0.1558], [-0.7636, -0.3391, -0.0142], [0.0977, -1.4192, -0.1266], [-1.0696, 1.6860, -0.4533], [-0.3788, 1.3143, 1.2760], [-1.7265, -0.2470, -0.3012], [-0.0463, -2.4716, -0.5618]],
  "atomic_forces_ev_per_a": [[1.93, 4.09, 0.36], [-2.02, -4.90, 0.01], [0.06, 0.91, -0.53], [-1.98, 1.59, 2.16], [1.37, -1.43, -0.97], [-0.53, 0.41, -0.72], [2.12, -0.86, 0.96], [0.23, -0.31, -1.75], [-0.26, -1.38, -0.27], [-0.93, 1.88, 0.76]],
  "nbo_charge": [-0.150, 0.586, -0.387, 0.059, -0.532, 0.184, 0.260, 0.225, 0.455, 0.301]
}

***

Record 3
{
  "formula": "C4H4NO2PS",
  "method": "the ωB97M-V functional and the def2-TZVPD basis",
  "charge": 0,
  "smiles": "C/N=C(\\P=S)[C@@H]1OC1=O",
  "homo_energy_ha": -0.31740,
  "spin_multiplicity": 1,
  "e_above_lowest_kcal_mol": 46.1,
  "orbital_gap_ev": 6.6,
  "energy_ev": -29918.224,
  "elements": ["C", "N", "C", "P", "S", "C", "O", "C", "O", "H", "H", "H", "H"],
  "positions_angstrom": [[-2.1579, -0.8355, -0.2291], [-1.1549, -0.0157, 0.2597], [0.0834, -0.1809, 0.2732], [0.7801, -2.0552, -0.0286], [2.6707, -1.7660, -0.2192], [1.1108, 0.7727, 0.4690], [0.8472, 2.2256, 0.8294], [1.4127, 2.0163, -0.2593], [1.9634, 2.5778, -1.1842], [-2.7368, -0.2508, -1.1197], [-2.8937, -0.8568, 0.4929], [-1.8604, -1.9224, -0.4326], [1.9355, 0.2909, 1.1484]],
  "atomic_forces_ev_per_a": [[-0.64, -0.91, -2.79], [1.02, 2.68, -0.05], [-1.32, -3.30, -1.12], [0.27, 1.49, 0.01], [-0.20, -0.47, -0.05], [3.02, -0.12, 2.33], [-2.00, 0.80, 2.82], [3.06, -0.25, -4.46], [-1.37, -0.88, 1.76], [1.72, -1.68, 1.67], [-1.82, -0.28, 1.66], [-0.44, 1.40, -0.36], [-1.30, 1.53, -1.41]],
  "nbo_charge": [-0.431, -0.383, -0.003, 0.536, -0.323, -0.121, -0.396, 0.802, -0.540, 0.231, 0.216, 0.178, 0.233]
}

***

Record 4
{
  "formula": "C4H4NO3",
  "method": "the ωB97M-V functional and the def2-TZVPD basis",
  "charge": 1,
  "homo_energy_ha": -0.48088,
  "spin_multiplicity": 1,
  "e_above_lowest_kcal_mol": 93.3,
  "orbital_gap_ev": 6.6,
  "energy_ev": -11832.402,
  "elements": ["C", "C", "C", "C", "N", "O", "O", "O", "H", "H", "H", "H"],
  "positions_angstrom": [[0.0721, -0.7623, 0.5315], [-0.0954, 0.5512, 0.4622], [-0.2141, -0.3075, -2.3424], [0.8336, -1.1086, -1.7015], [-0.4861, 1.2935, 1.6701], [-0.7196, 0.2925, -3.1936], [1.6108, -1.5031, -2.5184], [0.8321, -1.3830, -0.4199], [-0.0495, -1.4664, 1.5302], [-1.4595, 1.6851, 1.6803], [0.2944, 2.0406, 1.8266], [-0.6188, 0.6678, 2.4750]],
  "atomic_forces_ev_per_a": [[-0.75, 0.28, 4.50], [0.42, -0.24, -1.94], [-2.79, 4.25, -3.51], [1.40, -1.93, 1.52], [-0.41, 0.43, 0.81], [1.81, -2.74, 3.68], [-0.30, 0.48, 0.11], [0.25, -1.03, -1.91], [0.36, 1.52, -2.80], [1.19, 0.49, -0.83], [-2.13, -1.51, -0.03], [0.94, 0.00, 0.41]],
  "nbo_charge": [-0.054, -0.244, 0.813, 0.648, -0.734, -0.215, -0.357, -0.409, 0.209, 0.451, 0.477, 0.415]
}